This record from the Open Molecules 2025 dataset describes a single C17H26N4O4 molecule in a non-equilibrium geometry. The level of theory is ωB97M-V/def2-TZVPD.

Properties
Orbital gap, eV: 10.207
HOMO energy, hartree: -0.3481

Element x y z (Å)
C1 1.1357 -1.4117 4.0124
C2 0.9257 -2.0774 2.6577
C3 1.6839 -1.3539 1.5474
C4 1.4144 -1.9640 0.1743
C5 2.2193 -1.2645 -0.9199
C6 1.8151 -1.7173 -2.3276
C7 0.4721 -1.1319 -2.7754
C8 0.5831 0.2051 -3.5491
C9 0.8936 -0.0018 -5.0270
N1 1.5020 1.1314 -2.9269
C10 0.8819 2.0868 -2.2040
O1 1.3629 2.9160 -1.4771
N2 -0.4873 1.9812 -2.5078
C11 -1.4736 2.6265 -1.6858
C12 -1.5773 1.8299 -0.3770
O2 -1.0607 0.7464 -0.2473
N3 -2.2930 2.4634 0.5887
C13 -2.5111 1.9810 1.8645
C14 -2.0403 0.7846 2.4629
C15 -2.5593 0.8374 3.7246
C16 -2.4582 -0.0856 4.8796
O3 -3.2758 1.9657 3.8639
N4 -3.2429 2.6720 2.7080
C17 -0.7522 0.9142 -3.3223
O4 -1.8358 0.5982 -3.7397
H1 0.6019 -1.9485 4.7939
H2 0.7780 -0.3843 3.9912
H3 2.1928 -1.3992 4.2686
H4 -0.1404 -2.0887 2.4173
H5 1.2605 -3.1164 2.7069
H6 1.3826 -0.3040 1.5300
H7 2.7551 -1.3883 1.7611
H8 0.3485 -1.8732 -0.0402
H9 1.6629 -3.0284 0.1876
H10 2.0754 -0.1882 -0.8162
H11 3.2810 -1.4744 -0.7662
H12 1.7422 -2.8068 -2.3294
H13 2.5958 -1.4485 -3.0433
H14 -0.0591 -1.8306 -3.4216
H15 -0.1479 -0.9635 -1.8933
H16 1.7602 -0.6467 -5.1498
H17 1.0935 0.9540 -5.5058
H18 0.0361 -0.4622 -5.5105
H19 2.4817 0.9350 -2.8165
H20 -1.1576 3.6531 -1.4868
H21 -2.4313 2.6089 -2.2126
H22 -2.7073 3.3666 0.4062
H23 -1.4258 0.0373 2.0125
H24 -3.4493 -0.2955 5.2767
H25 -1.9831 -1.0106 4.5693
H26 -1.8685 0.3710 5.6735

Results of the natural (NBO) charge analysis, in e, for atoms 1 through 8: atom 1 (C): -0.604, atom 2 (C): -0.388, atom 3 (C): -0.391, atom 4 (C): -0.392, atom 5 (C): -0.396, atom 6 (C): -0.404, atom 7 (C): -0.401, atom 8 (C): 0.025

This record from the Open Molecules 2025 dataset describes a molecular structure, C17H27FN3O3OsS. The level of theory is ωB97M-V/def2-TZVPD.

Properties
Net charge: +1
Orbital gap (alpha / beta), eV: 6.495 / 5.953
HOMO energy (alpha / beta), hartree: -0.4074 / -0.4060

Element x y z (Å)
Os1 -0.6777 0.0261 0.4072
C1 -3.7758 -0.1408 -0.6579
C2 -2.9117 -1.3292 -0.9195
C3 -3.2219 -2.5089 -1.4995
C4 -1.9933 -3.2928 -1.6292
C5 -0.9896 -2.5702 -1.1184
C6 0.4688 -2.8523 -1.0847
N1 -1.5404 -1.3278 -0.6315
H1 -4.8250 -0.4274 -0.6781
H2 -3.6276 0.6178 -1.4318
H3 -3.5712 0.3243 0.3085
H4 -4.2105 -2.8029 -1.8146
H5 -1.8962 -4.2672 -2.0796
H6 0.6681 -3.7911 -1.5966
H7 0.8523 -2.9149 -0.0677
H8 1.0157 -2.0574 -1.5966
F1 0.1152 1.5666 1.3006
C7 -3.3038 0.2012 5.2973
N2 -2.3392 -0.3228 4.3245
C8 -1.3624 -1.1730 4.7226
C9 -0.3988 -1.6686 3.9016
C10 -0.4681 -1.2124 2.5732
O1 0.3366 -1.3959 1.5822
N3 -1.4955 -0.4574 2.1654
C11 -2.4488 0.1031 2.9906
O2 -3.2977 0.8668 2.6092
H9 -2.7814 0.4669 6.2129
H10 -4.0711 -0.5419 5.5081
H11 -3.7684 1.0835 4.8714
H12 -1.3890 -1.4358 5.7721
H13 0.3800 -2.3260 4.2494
C12 4.7680 -0.1703 -0.6751
C13 3.7157 -0.5531 -1.7089
C14 2.8772 0.6341 -2.1737
S1 1.8440 1.2479 -0.8249
O3 0.4119 0.7340 -1.1971
C15 1.7663 3.0245 -1.1012
C16 0.9523 3.4869 -2.3051
C17 1.6820 3.4306 -3.6434
H14 5.3018 -1.0517 -0.3238
H15 4.3221 0.3089 0.1988
H16 5.5020 0.5161 -1.1007
H17 3.0651 -1.3380 -1.3181
H18 4.2023 -0.9680 -2.5937
H19 2.1798 0.3714 -2.9703
H20 3.5093 1.4559 -2.5117
H21 2.8119 3.3411 -1.1456
H22 1.3393 3.3911 -0.1671
H23 0.6553 4.5153 -2.0932
H24 0.0286 2.9077 -2.3512
H25 2.6898 3.8434 -3.5656
H26 1.1461 4.0174 -4.3878
H27 1.7576 2.4151 -4.0317

Results of the natural (NBO) charge analysis, in e, for atoms 1 through 8: atom 1 (Os): 1.597, atom 2 (C): -0.674, atom 3 (C): 0.116, atom 4 (C): -0.201, atom 5 (C): -0.221, atom 6 (C): 0.125, atom 7 (C): -0.654, atom 8 (N): -0.417

This record from the Open Molecules 2025 dataset describes a molecular structure, C17H27GeIN4O3PdS. The level of theory is ωB97M-V/def2-TZVPD.

Properties
Orbital gap, eV: 8.547
HOMO energy, hartree: -0.3045

Element x y z (Å)
Pd1 -0.1126 0.0625 0.3111
C1 -3.9056 -1.9513 1.5978
C2 -3.0829 -0.7925 1.1038
N1 -3.6568 0.4124 1.1100
O1 -1.9192 -0.9860 0.7402
H1 -4.8926 -1.9627 1.1371
H2 -4.0330 -1.8671 2.6778
H3 -3.3828 -2.8759 1.3746
H4 -4.6288 0.4895 1.3504
H5 -3.2394 1.1166 0.5088
C3 1.6960 -0.1735 4.7414
Ge1 1.9958 0.1162 2.8238
C4 3.8264 -0.3986 2.3731
C5 1.7415 2.0133 2.4315
C6 0.5781 -0.8980 1.9207
H6 2.4081 0.3876 5.3476
H7 1.7991 -1.2319 4.9846
H8 0.6886 0.1417 5.0163
H9 4.5266 0.1599 2.9952
H10 4.0303 -0.1655 1.3272
H11 4.0014 -1.4625 2.5374
H12 2.3215 2.6390 3.1108
H13 0.6878 2.2821 2.5302
H14 2.0568 2.2094 1.4064
H15 -0.2736 -0.8847 2.6122
H16 0.7831 -1.9492 1.7112
C7 -4.6338 2.5973 -3.6158
C8 -4.1890 3.0240 -2.2169
C9 -2.7522 2.7124 -1.9556
N2 -2.3477 1.7824 -1.1683
N3 -0.9839 1.6252 -1.1367
C10 -0.3615 2.5092 -1.8811
N4 0.9633 2.6501 -1.9540
S1 -1.4512 3.5650 -2.7310
H17 -5.6882 2.8243 -3.7673
H18 -4.4868 1.5265 -3.7551
H19 -4.0641 3.1187 -4.3857
H20 -4.7709 2.5018 -1.4564
H21 -4.3620 4.0940 -2.0797
H22 1.5584 1.9791 -1.4526
H23 1.3855 3.1336 -2.7266
I1 2.7983 -6.3206 -2.2095
C11 2.6841 -4.2540 -1.9223
C12 2.6420 -3.7458 -0.6341
C13 2.5483 -2.3735 -0.4536
C14 2.5137 -1.5154 -1.5434
C15 2.5856 -2.0432 -2.8280
C16 2.6580 -3.4126 -3.0254
C17 2.4454 -0.0172 -1.3766
O2 2.9699 0.6912 -2.2280
O3 1.8309 0.4651 -0.3454
H24 2.6802 -4.4086 0.2193
H25 2.5235 -1.9556 0.5439
H26 2.5891 -1.3634 -3.6695
H27 2.7017 -3.8205 -4.0257

Results of the natural (NBO) charge analysis, in e, for atoms 1 through 8: atom 1 (Pd): 0.798, atom 2 (C): -0.709, atom 3 (C): 0.708, atom 4 (N): -0.805, atom 5 (O): -0.644, atom 6 (H): 0.226, atom 7 (H): 0.241, atom 8 (H): 0.251

This record from the Open Molecules 2025 dataset describes a gas-phase ion, C17H27N2O3 (charge +1). The level of theory is ωB97M-V/def2-TZVPD.

Properties
Net charge: +1
Orbital gap, eV: 8.473
HOMO energy, hartree: -0.3881

Element x y z (Å)
C1 3.1237 -2.4001 -0.3570
C2 2.3427 -2.2804 0.7070
C3 2.3273 -1.0655 1.5782
C4 1.4346 -3.4087 1.1347
N1 0.0072 -3.1803 0.7728
C5 -0.8539 -4.1914 1.4265
C6 -2.3381 -3.8977 1.2887
C7 -0.1781 -3.0808 -0.6964
C8 -1.1568 -1.9695 -1.1070
C9 -0.8998 -0.6847 -0.3322
O1 -0.7499 -0.7465 0.9007
N2 -0.8613 0.4344 -1.0384
C10 -0.6570 1.7596 -0.6031
C11 -0.6561 2.1584 0.7214
C12 -0.4575 3.4848 1.0614
C13 -0.2586 4.4342 0.0637
O2 -0.0571 5.7501 0.2687
C14 -0.0510 6.2471 1.5900
C15 -0.2592 4.0357 -1.2789
C16 -0.4556 2.7150 -1.6213
O3 -0.4718 2.2267 -2.8957
C17 -0.2727 3.1316 -3.9635
H1 3.7890 -1.6100 -0.6567
H2 3.1591 -3.2966 -0.9542
H3 2.6678 -1.3231 2.5801
H4 1.3260 -0.6479 1.6662
H5 2.9853 -0.2999 1.1797
H6 1.4865 -3.5118 2.2206
H7 1.7535 -4.3500 0.6785
H8 -0.2926 -2.1923 1.1161
H9 -0.6170 -5.1743 1.0091
H10 -0.5953 -4.1999 2.4873
H11 -2.6984 -4.0745 0.2795
H12 -2.8888 -4.5594 1.9515
H13 -2.5569 -2.8737 1.5816
H14 -0.5124 -4.0443 -1.0882
H15 0.7966 -2.8501 -1.1326
H16 -2.1870 -2.2665 -0.9011
H17 -1.0643 -1.8071 -2.1800
H18 -0.9598 0.3891 -2.0466
H19 -0.8181 1.4302 1.4977
H20 -0.4651 3.7621 2.1018
H21 0.7560 5.8028 2.1796
H22 0.1172 7.3182 1.4981
H23 -1.0094 6.0722 2.0867
H24 -0.1032 4.8005 -2.0203
H25 0.7065 3.6117 -3.8960
H26 -1.0558 3.8928 -3.9893
H27 -0.3204 2.5303 -4.8695

Results of the natural (NBO) charge analysis, in e, for atoms 1 through 8: atom 1 (C): -0.360, atom 2 (C): -0.015, atom 3 (C): -0.663, atom 4 (C): -0.249, atom 5 (N): -0.415, atom 6 (C): -0.209, atom 7 (C): -0.634, atom 8 (C): -0.231

This record from the Open Molecules 2025 dataset describes a gas-phase ion, C17H27N2O3 (charge +1) in a non-equilibrium geometry. The level of theory is ωB97M-V/def2-TZVPD.

Properties
Net charge: +1
Orbital gap, eV: 9.516
HOMO energy, hartree: -0.4344

Element x y z (Å)
C1 5.6831 -0.0974 -0.4786
C2 4.6642 -0.7025 0.4799
N1 3.3815 -0.0210 0.3752
C3 2.5950 -0.3439 -0.7861
C4 1.8109 -1.6636 -0.6410
N2 0.9502 -1.5847 0.5608
C5 0.0496 -2.7502 0.6946
C6 -1.0833 -2.5417 1.7147
O1 -0.5357 -2.6554 3.0067
C7 -1.8080 -1.1757 1.5547
O2 -1.5196 -0.6249 0.2832
C8 -2.2700 0.4549 -0.1585
C9 -2.0645 0.8193 -1.4865
C10 -2.7568 1.8812 -2.0310
C11 -3.6606 2.6031 -1.2541
C12 -4.4549 3.7634 -1.7617
C13 -4.3905 4.0428 -3.2383
O3 -5.1164 4.4302 -1.0028
C14 -3.8416 2.2346 0.0764
C15 -3.1569 1.1701 0.6314
C16 1.7937 -1.3397 1.7531
C17 2.5575 -0.0201 1.5557
H1 6.6657 -0.5123 -0.2751
H2 5.4373 -0.3067 -1.5161
H3 5.7223 0.9789 -0.3416
H4 4.5851 -1.7854 0.2968
H5 5.0241 -0.5626 1.5002
H6 3.2456 -0.4094 -1.6570
H7 1.8845 0.4728 -0.9587
H8 1.1900 -1.8286 -1.5221
H9 2.4934 -2.5079 -0.5257
H10 0.3134 -0.7753 0.4267
H11 0.6328 -3.6181 1.0090
H12 -0.3987 -2.9457 -0.2806
H13 -1.7991 -3.3543 1.5345
H14 -1.2184 -2.8664 3.6525
H15 -2.8877 -1.3150 1.6711
H16 -1.4569 -0.5018 2.3503
H17 -1.3678 0.2517 -2.0848
H18 -2.5834 2.1411 -3.0625
H19 -3.3811 4.3390 -3.5173
H20 -4.6646 3.1564 -3.8058
H21 -5.0742 4.8527 -3.4779
H22 -4.5371 2.8046 0.6737
H23 -3.3227 0.9181 1.6665
H24 1.1657 -1.3065 2.6422
H25 2.4918 -2.1730 1.8549
H26 3.1758 0.1728 2.4323
H27 1.8373 0.8023 1.4671

Results of the natural (NBO) charge analysis, in e, for atoms 1 through 8: atom 1 (C): -0.612, atom 2 (C): -0.218, atom 3 (N): -0.437, atom 4 (C): -0.237, atom 5 (C): -0.244, atom 6 (N): -0.386, atom 7 (C): -0.232, atom 8 (C): 0.065

DFT total energy (eV)
-32202.799 -44693.399 -109102.555 -27183.707 -27183.367
Relative energy (zero: lowest compared OMol25 entry of this formula, charge and spin) (kcal/mol)
55.48 13.41 14.03 22.16 30.00